Record 1
A structure of composition C17H16BF5N6S2Tl, computed with ωB97M-V/def2-TZVPD.

Summary:
Charge   +1
Maximum force   1.5 eV/Å
Orbital gap   6.463 eV
Electronic energy   -2478.79035 a.u.

Element x y z (Å)
Tl: -0.1133 0.1828 0.0439
C: 3.5333 2.4264 -1.5947
C: 2.5954 2.2418 -0.5892
N: 1.7255 1.3034 -0.9570
N: 2.0720 0.8737 -2.1784
C: 3.1601 1.5357 -2.5848
B: 1.3217 -0.2277 -2.9530
N: -0.1569 0.1726 -3.1131
C: -0.8529 0.2522 -4.2526
C: -2.1551 0.6058 -3.9547
C: -2.1770 0.7283 -2.5728
N: -0.9681 0.4626 -2.0849
N: 1.4035 -1.5362 -2.1449
C: 1.9351 -2.6957 -2.5467
C: 1.8060 -3.6187 -1.5265
C: 1.1709 -2.9283 -0.5051
N: 0.9331 -1.6769 -0.8937
H: 4.3609 3.1035 -1.5991
H: 2.5038 2.7447 0.3529
H: 3.6071 1.3492 -3.5401
H: 1.8075 -0.3801 -4.0160
H: -0.3945 0.0607 -5.2010
H: -2.9678 0.7490 -4.6340
H: -2.9874 0.9862 -1.9242
H: 2.3756 -2.8109 -3.5168
H: 2.1205 -4.6402 -1.5209
H: 0.8830 -3.2750 0.4662
F: -2.9834 -3.9693 5.2121
C: -2.8973 -3.0854 4.2259
C: -1.7202 -2.9564 3.4973
F: -0.6633 -3.7259 3.7486
C: -1.6236 -1.9945 2.5026
F: -0.4333 -1.8655 1.8643
C: -2.6820 -1.1537 2.1725
S: -2.6316 0.0756 0.9388
C: -3.8724 -1.3230 2.8948
F: -4.9163 -0.5456 2.6089
C: -3.9786 -2.2586 3.9161
F: -5.1045 -2.3594 4.6094
C: -0.3035 2.9553 2.5304
S: 0.1985 1.2338 2.8069
C: 1.8503 1.4632 3.5209
H: -0.4519 3.4239 3.4992
H: -1.2393 2.9282 1.9819
H: 0.4580 3.4854 1.9676
H: 2.4512 2.1163 2.8989
H: 2.3006 0.4785 3.5956
H: 1.7368 1.8909 4.5152



Record 2
A structure of composition C17H16BaCl2FN3O4S, computed with ωB97M-V/def2-TZVPD.

Summary:
Energy above the lowest of the compared OMol25 structures with the same formula, charge and spin   0.0 kcal per mole
Charge   -2
Maximum force   1.3 eV/Å
Orbital gap   5.473 eV
Electronic energy   -2566.51483 a.u.

Element x y z (Å)
Ba: -0.3859 -0.6305 1.1735
C: -4.4960 2.5628 -1.2857
C: -3.3567 1.7313 -0.7511
N: -2.1233 2.0593 -0.8042
O: -1.8341 3.2645 -1.4229
C: -3.6803 0.4570 -0.0887
C: -5.0919 0.0982 0.2815
N: -2.6718 -0.2884 0.1827
O: -2.7751 -1.4018 0.8663
H: -4.1459 3.2682 -2.0347
H: -4.9674 3.1360 -0.4824
H: -5.2686 1.9249 -1.7136
H: -0.8606 3.2816 -1.4069
H: -5.6364 0.9503 0.6902
H: -5.0470 -0.6981 1.0241
H: -5.6642 -0.2685 -0.5768
Cl: 2.8292 0.6466 -0.5179
C: 3.0676 2.3847 -0.4951
C: 4.1238 2.8293 0.2768
C: 4.3902 4.1900 0.3628
C: 3.5826 5.0788 -0.3300
C: 2.5393 4.5991 -1.0988
Cl: 1.5880 5.7980 -1.9440
C: 2.2225 3.2338 -1.2424
S: 0.9769 2.6343 -2.2787
H: 4.7165 2.0994 0.8115
H: 5.2118 4.5512 0.9688
H: 3.7474 6.1470 -0.2863
O: -1.1708 0.3249 3.6370
N: -0.2285 1.1181 3.8587
O: 0.6710 1.1003 2.9859
F: 2.3019 -6.5762 -2.4028
C: 1.9218 -5.7771 -1.3432
C: 2.8822 -5.0881 -0.6239
C: 2.4970 -4.2967 0.4391
C: 1.1399 -4.1477 0.8406
C: 0.7447 -3.3062 1.9071
C: 0.2058 -4.8723 0.0509
C: 0.5832 -5.6682 -1.0107
H: 3.9278 -5.1721 -0.8980
H: 3.2615 -3.7582 0.9901
H: 1.5081 -3.0125 2.6269
H: -0.2238 -3.5163 2.3634
H: -0.8500 -4.7873 0.2888
H: -0.1625 -6.2036 -1.5880



Record 3
A structure of composition C17H16Cl5IrN2O9P2S, computed with ωB97M-V/def2-TZVPD.

Summary:
Energy above the lowest of the compared OMol25 structures with the same formula, charge and spin   33.1 kcal per mole
Charge   0
Maximum force   1.0 eV/Å
Orbital gap   7.891 eV
Electronic energy   -4930.56761 a.u.

Element x y z (Å)
Ir: 0.0145 -0.1875 0.1979
O: 3.8295 -1.5175 1.7118
P: 2.2947 -1.2037 1.4573
O: 2.1011 -0.8166 0.0031
O: 1.8101 -0.1698 2.4337
O: 1.5119 -2.5811 1.6737
P: 0.0027 -2.5867 2.3308
O: 0.2251 -2.0160 3.7929
O: -0.5550 -3.9330 2.3093
O: -0.7372 -1.4730 1.5396
H: 4.0111 -1.7191 2.6368
H: 0.6402 -1.1344 3.7107
Cl: -4.2452 -0.1785 -5.3068
C: -3.6282 0.0946 -3.7232
C: -3.8451 -0.8382 -2.7099
Cl: -4.7825 -2.2468 -3.0272
C: -3.3105 -0.6284 -1.4466
Cl: -3.7318 -1.6595 -0.1353
C: -2.4661 0.4645 -1.1694
O: -1.8689 0.5656 0.0015
C: -2.3860 1.4565 -2.1612
Cl: -1.6639 2.9779 -1.7779
C: -2.9402 1.2671 -3.4256
Cl: -2.7786 2.4871 -4.6308
C: 3.1412 2.3498 0.0775
S: 1.3958 2.7135 -0.0111
O: 0.7902 1.5236 -0.7538
C: 0.9482 2.5284 1.7093
C: 1.8675 2.6145 2.7484
C: 1.4284 2.4366 4.0474
C: 0.0924 2.1562 4.3071
C: -0.8164 2.0770 3.2661
C: -0.3982 2.2892 1.9586
H: 3.6450 3.1921 0.5493
H: 3.4720 2.2601 -0.9551
H: 3.2983 1.4210 0.6215
H: 2.9182 2.7762 2.5635
H: 2.1401 2.4868 4.8604
H: -0.2361 1.9984 5.3258
H: -1.8561 1.8488 3.4573
H: -1.1133 2.2460 1.1491
C: 0.9984 -0.3822 -3.1135
C: 0.3198 -1.5126 -2.4368
N: -0.2278 -1.5388 -1.2256
C: -0.7622 -2.8040 -1.0177
C: -0.5543 -3.5321 -2.1336
N: 0.1181 -2.7074 -3.0093
H: 1.2998 0.3661 -2.3906
H: 0.3259 0.0806 -3.8393
H: 1.8873 -0.7386 -3.6342
H: -1.2316 -3.0791 -0.0930
H: -0.8158 -4.5450 -2.3765
H: 0.4230 -2.9486 -3.9360



Record 4
The molecule C17H16ClN5O2S2, computed with ωB97M-V/def2-TZVPD.

Summary:
Energy above the lowest of the compared OMol25 structures with the same formula, charge and spin   42.5 kcal per mole
Charge   0
SMILES string   O=S(=O)(c1ccc(Cl)cc1)N1[C@@H]2Cc3[nH]ncc3[C@H]1C[C@@H](c1csnn1)C2
Maximum force   4.4 eV/Å
Orbital gap   8.853 eV
Electronic energy   -2338.10601 a.u.

Element x y z (Å)
O: 2.3508 -1.5038 1.5455
S: 2.1588 -0.8091 0.2390
O: 3.1965 0.1415 -0.1981
C: 2.2957 -2.1925 -0.9799
C: 1.3230 -3.1884 -0.8722
C: 1.4945 -4.3833 -1.5836
C: 2.5634 -4.4979 -2.5872
Cl: 2.6517 -5.9088 -3.6798
C: 3.4139 -3.3955 -2.7614
C: 3.3551 -2.2510 -1.9897
N: 0.5080 -0.2461 -0.0511
C: 0.3704 1.0521 -0.8138
C: 0.7201 2.2420 0.1423
C: 0.3014 2.0156 1.5341
N: 0.0791 2.8742 2.6684
N: -0.6365 2.2648 3.6166
C: -0.8851 1.0155 3.2207
C: -0.2748 0.8707 1.9655
C: -0.3570 -0.2708 1.0833
C: -1.8560 -0.3781 0.5621
C: -2.2783 0.7983 -0.4416
C: -2.7902 2.0378 0.2431
C: -4.0517 2.1033 0.7838
S: -4.3666 3.6608 1.5343
N: -2.7475 4.0963 1.1976
N: -2.1218 3.2325 0.4435
C: -1.1388 1.1819 -1.3852
H: 0.4111 -3.0674 -0.1690
H: 0.7886 -5.1527 -1.3686
H: 4.1217 -3.3445 -3.4962
H: 4.0722 -1.4711 -2.0442
H: 1.0298 1.1634 -1.6562
H: 1.8713 2.3633 0.0624
H: 0.3489 3.1644 -0.2160
H: 0.4369 3.8317 2.7881
H: -1.3839 0.1778 3.8035
H: -0.0855 -1.1704 1.6970
H: -2.4680 -0.1963 1.4606
H: -2.0347 -1.3607 0.0374
H: -3.0287 0.3973 -1.0348
H: -4.8056 1.3350 0.6966
H: -1.4587 2.2241 -1.7501
H: -1.0934 0.5443 -2.2467



Record 5
The molecule C17H16FIN2O3S, computed with ωB97M-V/def2-TZVPD.

Summary:
Energy above the lowest of the compared OMol25 structures with the same formula, charge and spin   4.7 kcal per mole
Charge   0
SMILES string   CC1(C)CNC(=O)c2sc(Nc3ccc(I)cc3F)c(C(=O)O)c2C1
Maximum force   3.6 eV/Å
Orbital gap   8.047 eV
Electronic energy   -1788.40238 a.u.

Element x y z (Å)
C: 0.9377 -2.0846 -2.9755
C: -0.5052 -2.4762 -2.5787
C: -1.2630 -2.7101 -3.9015
C: -0.5762 -3.7499 -1.7402
N: 0.2578 -3.8066 -0.5537
C: 0.5748 -2.8036 0.3301
O: 1.2706 -3.2005 1.2181
C: 0.2289 -1.3944 0.3305
S: 0.7222 -0.3178 1.6236
C: -0.1372 1.0569 0.9497
N: -0.1889 2.3503 1.4822
C: 0.4921 2.8241 2.6203
C: 0.6477 2.0649 3.8114
C: 1.3584 2.6264 4.9085
C: 1.8730 3.9586 4.8653
I: 2.9944 4.8544 6.6215
C: 1.6849 4.7055 3.6935
C: 1.0107 4.1424 2.5558
F: 0.8182 4.9114 1.4273
C: -0.7418 0.7161 -0.2541
C: -1.4711 1.7174 -1.0475
O: -0.9977 2.8338 -1.1960
O: -2.6192 1.3608 -1.5804
C: -0.5656 -0.7279 -0.5921
C: -1.2101 -1.3145 -1.8261
H: 1.6221 -2.0286 -2.1272
H: 0.9645 -1.1286 -3.5127
H: 1.3702 -2.8818 -3.6355
H: -1.3117 -1.8194 -4.4826
H: -2.2352 -3.0802 -3.6864
H: -0.7763 -3.4758 -4.5599
H: -0.3349 -4.6109 -2.4077
H: -1.6232 -3.8988 -1.4104
H: 0.7561 -4.6513 -0.3598
H: -0.4534 3.0597 0.7799
H: 0.2524 1.0643 3.9129
H: 1.4388 2.0948 5.8747
H: 2.0687 5.7307 3.6225
H: -2.8168 2.1583 -2.1182
H: -1.2875 -0.4925 -2.5232
H: -2.2291 -1.5770 -1.5588